[1]
# C33H34BrN4O4SbW

C33H34BrN4O4SbW as an isolated structure (ωB97M-V/def2-TZVPD, OMol25).

CARTESIAN COORDINATES (ANGSTROEM)
W  0.9177  0.1521  -1.0302
O  0.6413  2.0302  -1.3512
C  0.5310  2.8324  -2.4142
C  -0.2759  3.9652  -2.3716
C  -0.3121  4.8081  -3.4673
C  0.4587  4.5585  -4.6042
C  1.2664  3.4471  -4.6469
C  1.2912  2.5536  -3.5603
C  2.1043  1.3722  -3.6388
N  2.0178  0.3295  -2.8646
C  3.0141  -0.7455  -3.0942
C  3.7192  -0.9556  -1.7742
N  2.6484  -1.1521  -0.8085
C  2.8127  -2.0096  0.1412
C  1.7819  -2.4099  1.0459
C  2.1046  -3.0866  2.2346
C  1.1146  -3.5559  3.0642
C  -0.2211  -3.4028  2.6838
C  -0.5603  -2.7736  1.4994
C  0.4349  -2.2523  0.6769
O  0.1059  -1.6404  -0.4704
H  -0.8478  4.1761  -1.4780
H  -0.9412  5.6882  -3.4363
H  0.4267  5.2411  -5.4414
H  1.8731  3.2420  -5.5204
H  2.8902  1.3840  -4.3927
H  3.7030  -0.4781  -3.8937
H  2.4818  -1.6578  -3.3716
H  4.2947  -0.0591  -1.5224
H  4.3949  -1.8098  -1.8029
H  3.7873  -2.4874  0.2422
H  3.1479  -3.2274  2.4925
H  1.3631  -4.0551  3.9895
H  -1.0065  -3.7823  3.3236
H  -1.5977  -2.6772  1.1999
C  3.3073  2.2509  0.2536
O  2.3377  1.2236  0.5495
C  1.9374  1.0961  1.8693
C  2.7701  1.2532  2.9568
C  2.2510  0.9966  4.2241
Br  3.3730  1.1906  5.7196
C  0.9431  0.5861  4.3978
C  0.0991  0.4480  3.2957
C  0.6161  0.7272  2.0425
O  -0.1309  0.5830  0.8697
C  -1.2612  -0.0827  3.4390
N  -1.6042  -1.0057  4.2654
C  -2.9367  -1.3021  3.9651
C  -3.7908  -2.2243  4.5611
C  -5.0803  -2.3060  4.0712
C  -5.5156  -1.4922  3.0166
C  -4.6710  -0.5785  2.4094
C  -3.3778  -0.5123  2.9034
N  -2.2683  0.2635  2.5146
H  3.0461  3.1635  0.7863
H  3.2560  2.4265  -0.8176
H  4.3038  1.9155  0.5367
H  3.8014  1.5538  2.8392
H  0.5589  0.3597  5.3826
H  -0.9829  0.1419  1.0985
H  -3.4545  -2.8369  5.3864
H  -5.7763  -3.0045  4.5149
H  -6.5372  -1.5777  2.6723
H  -5.0154  0.0552  1.6022
H  -2.4059  1.2415  2.2865
C  -3.0270  0.1818  -1.4599
Sb  -1.3114  -0.3181  -2.6006
C  -1.5524  0.7568  -4.4095
C  -1.6403  -2.3288  -3.1403
H  -3.9263  0.1088  -2.0685
H  -2.9267  1.2008  -1.0885
H  -3.1059  -0.5147  -0.6248
H  -2.4754  0.4414  -4.8930
H  -0.7135  0.5468  -5.0705
H  -1.5965  1.8255  -4.2068
H  -2.5783  -2.4103  -3.6859
H  -1.6792  -2.9266  -2.2333
H  -0.8240  -2.6785  -3.7689

**LUMO energy (spin up / spin down)**: -5.72 / -6.58 eV
**Multiplicity**: 3
**Kohn-Sham gap (spin up / spin down)**: 7.43 / 6.57 eV
**Charge**: +2

Atom charges from the Mulliken analysis, given in e for atoms 1 to 2:
1. W 1.602
2. O -0.113

[2]
# C33H35O2Si

C33H35O2Si as an isolated structure (ωB97M-V/def2-TZVPD, OMol25).

CARTESIAN COORDINATES (ANGSTROEM)
C  0.9542  -3.4157  0.7411
C  0.1315  -2.1916  0.3009
C  0.1741  -1.0381  1.3073
C  -0.8725  -0.6574  2.2418
C  -2.1156  -1.4757  2.4942
C  -0.7786  0.5467  2.9259
C  0.3643  1.3426  2.9016
C  0.4064  2.6848  3.5517
C  1.4683  0.8389  2.2364
C  1.4272  -0.3644  1.5421
C  2.6756  -0.8841  0.9058
H  0.4151  -4.3735  0.6683
H  1.8675  -3.5779  0.0786
H  1.3480  -3.4528  1.7911
H  -0.9157  -2.4870  0.1049
H  -2.8038  -0.9093  3.1460
H  -2.6395  -1.7003  1.5628
H  -1.8925  -2.4228  3.0015
H  -1.6280  0.9258  3.4976
H  1.3593  3.1829  3.3521
H  -0.4031  3.3268  3.1919
H  0.2890  2.5956  4.6345
H  2.3981  1.4135  2.2271
H  3.4693  -0.1442  1.0216
H  3.0051  -1.8113  1.3753
H  2.4914  -1.0510  -0.1518
C  -6.6123  -3.9682  -2.2988
C  -6.2159  -4.9026  -3.2494
C  -5.0007  -4.7381  -3.9304
C  -4.1685  -3.6321  -3.6425
Si  -2.5614  -3.3702  -4.5300
C  -1.8119  -4.9812  -5.0878
C  -2.0036  -6.1659  -4.3564
C  -1.3766  -7.3428  -4.7463
C  -0.5713  -7.3544  -5.8862
C  -0.4428  -6.1988  -6.6616
C  -1.0806  -5.0158  -6.2888
C  -2.9220  -2.3831  -6.0877
C  -3.7702  -2.9683  -7.0546
C  -4.0673  -2.2836  -8.2411
C  -3.5282  -1.0241  -8.4627
C  -2.6932  -0.4362  -7.5049
C  -2.3945  -1.1084  -6.3127
O  -1.5001  -2.3985  -3.3822
C  -0.6377  -2.9684  -2.5836
C  0.3039  -2.3486  -1.6167
C  1.5496  -3.0592  -2.1879
C  1.0464  -4.4656  -2.3924
O  -0.3253  -4.2448  -2.8999
C  -4.5989  -2.6745  -2.7171
C  -5.8123  -2.8503  -2.0420
H  -7.5439  -4.1050  -1.7503
H  -6.8358  -5.7717  -3.4678
H  -4.6906  -5.4800  -4.6712
H  -2.6365  -6.1738  -3.4609
H  -1.4994  -8.2405  -4.1424
H  -0.0211  -8.2528  -6.1486
H  0.1898  -6.2050  -7.5533
H  -0.9917  -4.1189  -6.9131
H  -4.1874  -3.9634  -6.8861
H  -4.7169  -2.7508  -8.9751
H  -3.7564  -0.4828  -9.3851
H  -2.2657  0.5577  -7.6752
H  -1.7453  -0.6519  -5.5621
H  0.3513  -1.2444  -1.7955
H  1.8276  -2.6228  -3.1797
H  2.4235  -3.0166  -1.5636
H  1.6131  -5.0995  -3.0709
H  0.9268  -5.0316  -1.4693
H  -3.9854  -1.7905  -2.5188
H  -6.1255  -2.1022  -1.3109

**LUMO energy**: -3.97 eV
**Kohn-Sham gap**: 7.09 eV
**Charge**: +1

Atom charges from the Mulliken analysis, given in e for atoms 1 to 2:
1. C -1.404
2. C 0.525

[3]
# C29H36F5GeN3O3OsSSe2

C29H36F5GeN3O3OsSSe2 as an isolated structure (ωB97M-V/def2-TZVPD, OMol25).

CARTESIAN COORDINATES (ANGSTROEM)
Os  0.6646  -0.2452  0.5359
O  4.2596  0.2360  -1.3015
C  3.1309  0.0071  -0.9724
N  2.6237  -0.0544  0.3274
C  3.3905  0.1582  1.4776
O  4.5632  0.3835  1.5325
C  2.5312  0.0932  2.7237
C  3.1123  0.2559  3.9590
C  2.3058  0.2115  5.0882
C  0.9445  0.0088  4.9350
C  0.4221  -0.1486  3.6659
N  1.1981  -0.1102  2.5709
C  2.0431  -0.2273  -2.0028
C  2.3527  -0.2521  -3.3431
C  1.3297  -0.4658  -4.2603
C  0.0349  -0.6411  -3.8001
C  -0.2032  -0.6009  -2.4385
N  0.7769  -0.3959  -1.5564
H  4.1811  0.4125  4.0071
H  2.7352  0.3358  6.0727
H  0.2818  -0.0297  5.7873
H  -0.6332  -0.3083  3.5026
H  3.3841  -0.1120  -3.6365
H  1.5447  -0.4983  -5.3197
H  -0.7882  -0.8106  -4.4796
H  -1.1910  -0.7377  -2.0219
C  3.0157  3.8401  1.2751
C  2.6040  4.5477  -0.0138
C  2.1219  3.5770  -1.0862
S  0.4685  2.8700  -0.9908
O  0.5093  1.9355  0.2460
C  -0.6024  4.2403  -0.5438
C  -0.7728  4.5747  0.9391
C  -1.7558  3.6632  1.6647
H  3.2610  4.5593  2.0549
H  3.8986  3.2213  1.1058
H  2.2212  3.1910  1.6486
H  3.4635  5.0716  -0.4358
H  1.8586  5.3199  0.1759
H  2.7491  2.6801  -1.0903
H  2.1633  3.9977  -2.0943
H  -1.5662  3.9836  -0.9878
H  -0.1971  5.0728  -1.1253
H  -1.1558  5.5971  0.9705
H  0.1863  4.5920  1.4513
H  -2.7374  3.6943  1.1862
H  -1.8897  3.9964  2.6925
H  -1.4081  2.6304  1.6848
C  -2.9568  1.5762  -2.6949
Ge  -3.8463  0.1699  -1.6827
C  -3.6187  -1.5858  -2.4951
C  -5.7283  0.5618  -1.4792
C  -3.1829  0.3106  0.1925
Se  -1.7713  -0.6825  1.1049
C  -2.2551  -2.5148  0.7032
H  -3.2756  1.5559  -3.7369
H  -1.8693  1.4954  -2.6714
H  -3.2434  2.5460  -2.2854
H  -3.8190  -1.4942  -3.5635
H  -4.3506  -2.2812  -2.0849
H  -2.6309  -2.0286  -2.3829
H  -6.2166  0.6362  -2.4501
H  -5.8706  1.5063  -0.9542
H  -6.2156  -0.2318  -0.9131
H  -4.0318  0.1145  0.8511
H  -2.9032  1.3534  0.3597
H  -2.3658  -2.6650  -0.3651
H  -3.1850  -2.7075  1.2314
H  -1.4585  -3.1446  1.0883
F  0.3255  -8.9363  0.4214
C  0.7049  -7.6791  0.3994
C  1.9358  -7.3197  0.9362
F  2.7131  -8.2453  1.4670
C  2.3272  -5.9960  0.9045
F  3.5030  -5.6800  1.4181
C  1.4999  -4.9980  0.3575
Se  2.0625  -3.2395  0.3170
C  0.2679  -5.4051  -0.1798
F  -0.5439  -4.5073  -0.7465
C  -0.1337  -6.7196  -0.1658
F  -1.2975  -7.0848  -0.6807

**LUMO energy (spin up / spin down)**: -5.93 / -7.67 eV
**Multiplicity**: 5
**Kohn-Sham gap (spin up / spin down)**: 7.64 / 6.48 eV
**Charge**: +2

Atom charges from the Mulliken analysis, given in e for atoms 1 to 2:
1. Os 1.991
2. O -0.532

[4]
# C4H8N2OS

A single C4H8N2OS molecule (ωB97M-V/def2-TZVPD, OMol25).

CARTESIAN COORDINATES (ANGSTROEM)
H  2.2418  -0.5714  -1.3735
N  2.8623  -0.7826  -0.5191
C  2.3146  -0.4446  0.5505
N  1.3088  0.3588  0.7959
S  0.6557  1.4660  -0.3261
C  -0.9015  0.5480  -0.6203
C  -1.2832  -0.8803  -0.7402
O  -1.9241  -0.9849  0.5197
C  -1.8466  0.6056  0.6606
H  2.9158  -0.8052  1.5210
H  1.0759  0.6122  1.7158
H  -1.1414  1.2772  -1.3813
H  -1.7140  -0.8274  -1.8558
H  -0.3921  -1.7036  -0.9650
H  -1.3633  0.9651  1.6733
H  -2.8087  1.1669  0.3446

**LUMO energy**: 0.50 eV
**SMILES**: [H]/N=C\NSC1COC1
**Kohn-Sham gap**: 9.63 eV

Atom charges from the Mulliken analysis, given in e for atoms 1 to 2:
1. H 0.223
2. N -0.597

Number 1: maximum force 0.8 eV/A. Number 2: maximum force 3.4 eV/A. Number 3: maximum force 0.7 eV/A. Number 4: maximum force 5.5 eV/A.